No. 1
# C6H20BO2Rb4

C6H20BO2Rb4 as an isolated structure at a distorted geometry (ωB97M-V/def2-TZVPD, the Open Molecules 2025 dataset).

HOMO energy = -0.658 hartree
HOMO-LUMO gap = 0.3137 hartree
Energy = -13914.86530 eV
Net charge = +3

Last column: natural (NBO) charge in e.
Element x y z (Å)
1 H 1.9298 -1.8508 2.6462  0.17
2 Rb 2.2623 -0.5943 -0.5598  0.98
3 C 0.9988 -1.2841 2.6352  0.08
4 H 0.8895 2.8694 -2.8948  0.49
5 H 0.5089 -2.0938 4.6358  0.25
6 H -0.6512 -2.6295 -1.4509  -0.03
7 H 1.2982 2.6922 -0.1252  0.19
8 H 0.2280 -2.2226 0.7046  0.15
9 Rb 0.5806 -0.1577 -4.2341  0.99
10 O 1.2614 0.0210 2.2381  -0.76
11 H 1.3571 -0.6249 4.6490  0.24
12 H -0.7462 3.8862 -1.8844  0.20
13 Rb 1.0742 -4.4721 -2.4839  1.00
14 Rb -2.9865 -3.5866 -2.8120  1.00
15 C -0.1036 -1.8590 1.6772  -0.65
16 H -2.1352 1.8075 -2.0492  0.21
17 C -1.5772 2.0104 -1.1352  -0.62
18 C 0.4586 3.3704 -0.2776  -0.64
19 H -2.1724 2.3971 -0.3080  0.24
20 H -1.2570 1.0070 -0.8545  0.19
21 H 0.1916 -1.1016 -1.7794  -0.05
22 H 0.9747 4.3208 -0.4132  0.24
23 H 0.9561 0.5528 2.9768  0.50
24 O 0.4490 2.2061 -2.3585  -0.80
25 H -0.9686 -1.2119 1.5315  0.23
26 C -0.3855 2.9519 -1.4544  0.08
27 H -0.5047 -2.7826 2.0948  0.23
28 H -0.0763 3.4576 0.6681  0.24
29 B -0.5191 -1.8218 -2.1541  -0.83
30 H -0.1951 -2.2806 -3.0754  -0.09
31 C 0.5840 -1.1529 4.0907  -0.65
32 H -1.4544 -1.3452 -2.4037  0.01
33 H -0.2698 -0.4789 4.1601  0.22

No. 2
# C5H11N2S

An isolated ion of composition C5H11N2S and charge +1 at a distorted geometry (ωB97M-V/def2-TZVPD, the Open Molecules 2025 dataset).

HOMO energy = -0.505 hartree
HOMO-LUMO gap = 0.3593 hartree
Energy = -19170.63624 eV
Net charge = +1

Last column: natural (NBO) charge in e.
Element x y z (Å)
1 H -0.4135 -2.7314 -1.1937  0.22
2 S 1.9272 -0.0956 0.2724  0.14
3 H 3.4459 0.6022 2.2383  0.25
4 C 0.1618 0.0577 0.0718  0.41
5 H 0.7870 -1.5659 -1.4818  0.22
6 C -1.9817 0.7112 0.6458  -0.22
7 N -0.5467 1.0398 0.6143  -0.55
8 H -2.6332 -1.3073 -0.3259  0.24
9 H -2.2201 0.2450 1.5406  0.21
10 H 2.7243 1.9763 1.2553  0.23
11 N -0.6514 -0.6252 -0.7028  -0.35
12 H -2.4282 0.2187 -1.3922  0.23
13 H 3.9641 1.0232 0.4729  0.25
14 C -2.0692 -0.3462 -0.5139  -0.22
15 H -2.6044 1.6107 0.4845  0.24
16 C -0.2314 -1.6555 -1.5747  -0.42
17 C 3.2664 1.0290 1.2604  -0.51
18 H -0.1209 1.4929 1.3971  0.41
19 H -0.4250 -1.7612 -2.5824  0.24

No. 3
# C2H40NO16S2

A 17-piece molecular cluster, C2H40NO16S2 overall at a distorted geometry (ωB97M-V/def2-TZVPD, the Open Molecules 2025 dataset).

HOMO energy = -0.435 hartree
HOMO-LUMO gap = 0.3464 hartree
Energy = -58639.41319 eV
Net charge = +1

Last column: natural (NBO) charge in e.
Element x y z (Å)
1 H 2.4045 1.9473 -3.5721  0.49
2 H -1.5480 -2.1291 -0.0878  0.47
3 H -0.0933 1.9114 -1.3074  0.49
4 H -0.9789 -0.5069 0.0711  0.45
5 H 3.2723 1.9990 -0.5026  0.50
6 O 1.5870 1.5976 -3.2030  -0.98
7 O 1.9517 2.4102 0.9510  -1.00
8 O -3.2302 -2.9052 -0.5647  -0.99
9 H 0.3684 -1.1382 2.0424  0.23
10 O 0.9699 3.1122 3.5077  -0.96
11 O -4.6000 -0.4072 -1.3968  -0.96
12 H 0.6751 -2.6298 -0.7614  0.25
13 H -1.5975 -1.2024 4.7944  0.46
14 H -3.8776 -0.3922 -2.0362  0.48
15 H 1.5006 -1.6416 -5.3842  0.48
16 O -2.2921 2.7925 -1.5328  -0.98
17 S 2.3687 -3.2652 0.9106  0.12
18 H -3.0906 4.8332 0.8959  0.48
19 H -3.0625 0.7740 2.7388  0.50
20 H -2.9386 3.4293 -1.1765  0.52
21 O -1.0918 1.2896 -3.6462  -1.01
22 C 0.0820 -1.8245 1.2188  -0.23
23 H -3.8139 -3.5554 -0.1597  0.49
24 H -3.7514 -2.2220 -1.0066  0.50
25 O 3.0971 -0.8032 -2.3310  -0.97
26 H -3.2640 1.1347 1.3205  0.48
27 H -1.7059 0.2520 4.3998  0.49
28 H -0.3605 -1.8250 -2.6207  0.50
29 H 3.5271 0.5336 0.0769  0.49
30 H 1.1575 2.6867 2.6408  0.49
31 H -0.3839 -2.7086 1.7145  0.21
32 H -0.1102 1.4868 -3.5835  0.50
33 H -1.9200 -1.2497 1.2502  0.47
34 O -0.9413 -1.2867 -2.0585  -1.00
35 H 4.7237 -2.3672 0.1813  0.14
36 O -1.1432 1.8713 4.6543  -0.99
37 H 1.5209 -1.1986 -0.0573  0.24
38 H -0.3042 2.2590 4.3361  0.50
39 O 0.6707 -1.5516 -4.9133  -0.96
40 H -1.7116 2.6286 4.8382  0.48
41 C 1.1067 -2.1783 0.1534  -0.57
42 O 3.6811 1.1462 -0.6572  -0.99
43 N -1.2173 -1.3958 0.5032  -0.70
44 H 1.9039 0.9340 -2.5815  0.51
45 H 3.6296 -1.4679 -2.7996  0.47
46 H -0.8715 -0.4168 -2.4668  0.50
47 H -1.0984 2.3513 -0.3619  0.51
48 H 1.8673 3.3489 0.7814  0.50
49 H -5.4369 -0.3872 -1.8714  0.49
50 S 3.9942 -2.1434 1.3042  -0.12
51 H -2.7193 1.9873 -1.8415  0.49
52 O -3.6000 4.1254 0.4778  -0.96
53 H -4.3663 4.1631 1.0700  0.49
54 H 3.7802 -0.1171 -2.2185  0.50
55 O -2.2583 -0.5453 4.5414  -0.98
56 H 0.0889 -0.9654 -5.4039  0.48
57 H -1.3145 2.1948 -3.9154  0.48
58 O -2.9656 0.3835 1.8496  -0.96
59 H 1.5224 2.6364 4.1423  0.48
60 O -0.2184 1.9009 -0.3458  -1.02
61 H 1.1768 1.8543 0.8717  0.52

No. 4
# CH3I2N2

A 2-piece molecular cluster, CH3I2N2 overall at a distorted geometry (ωB97M-V/def2-TZVPD, the Open Molecules 2025 dataset).

HOMO energy = -0.434 hartree
HOMO-LUMO gap = 0.2720 hartree
Energy = -20259.03186 eV
Net charge = +1

Last column: natural (NBO) charge in e.
Element x y z (Å)
1 N -0.9129 -0.3325 -1.2956  -0.77
2 H -0.0326 0.8199 1.7142  0.50
3 I 5.7457 -2.5994 -0.7100  0.05
4 H -1.1005 -1.3373 -1.3829  0.47
5 N -0.1412 0.4558 0.7878  -0.45
6 I 3.9777 -1.3716 -2.2511  -0.05
7 C -0.4927 0.0315 -0.2091  0.77
8 H -0.7300 0.1588 -2.1464  0.47

No. 5
# C4H8O3Tm

C4H8O3Tm as an isolated structure at a distorted geometry (ωB97M-V/def2-TZVPD, the Open Molecules 2025 dataset).

HOMO energy (spin up / spin down) = -0.425 / -0.423 hartree
HOMO-LUMO gap (spin up / spin down) = 0.2264 / 0.2277 hartree
Energy = -39940.39053 eV
Spin multiplicity = 3
Net charge = +1

Last column: natural (NBO) charge in e.
Element x y z (Å)
1 H 0.3666 -0.7547 -2.5715  0.23
2 H 0.3343 -3.2432 -2.2815  0.18
3 C -0.4788 -1.1696 -1.9764  -0.18
4 O 0.0717 -2.7810 -0.3314  -0.70
5 O 1.0686 1.3874 1.5660  -0.58
6 C 0.4323 2.2042 0.4302  -0.28
7 C -0.0257 -2.5216 -1.5258  0.49
8 H -1.2865 -1.3546 -2.7205  0.22
9 Tm -0.7702 -1.1602 1.1181  2.27
10 H 0.4167 3.2265 0.8512  0.20
11 H 0.7502 0.2262 3.2229  0.21
12 H -0.6668 2.0814 0.3538  0.19
13 C 0.1488 0.6670 2.4065  -0.72
14 H 1.1369 2.2211 -0.4116  0.22
15 O -0.8614 -0.3775 -0.9283  -0.94
16 H -0.6368 1.3487 2.7983  0.19

No. 6
# C48H87BClN3O9P2S

A 6-piece molecular cluster, C48H87BClN3O9P2S overall at a distorted geometry (ωB97M-V/def2-TZVPD, the Open Molecules 2025 dataset).

HOMO energy = -0.263 hartree
Structure (SMILES) = CC(C)Cc1cc2c(c(P(C)C)c1Cl)Sc1c(c(-c3ccncc3)cc(C[C@H](O)CN)c1P(C)C)N2OB(O)O.CCOCC.CCOCC.CCOCC.CCOCC.CCOCC
HOMO-LUMO gap = 0.2785 hartree
Energy = -116692.35706 eV
Net charge = 0

Last column: Mulliken charge in e.
Element x y z (Å)
1 N -4.2082 0.8607 0.1290  -0.31
2 H 0.3740 -4.1945 -3.9235  0.39
3 H -2.2432 5.6424 2.0605  0.22
4 C 0.5724 1.8874 -2.8482  -0.54
5 H 6.5031 3.2742 -2.6159  0.25
6 C 5.1510 -0.0228 2.7107  -1.30
7 H -4.8749 6.3683 8.0871  0.29
8 C 6.7166 -0.1969 2.7552  0.73
9 C -3.6857 5.8860 -1.6001  -1.13
10 H -3.0267 -2.2015 -8.1559  0.27
11 H -1.1690 1.0888 -8.2551  0.40
12 B 5.8049 1.7821 -3.5912  0.70
13 H -2.1576 2.0004 -1.1637  0.15
14 O 4.9901 1.5312 -2.4566  -0.33
15 H -1.9066 -0.6002 -0.2183  0.28
16 P 3.6694 -4.4786 -0.3249  0.48
17 C 7.0291 -1.1195 4.0211  -1.33
18 H 4.2322 -8.5170 2.9521  0.36
19 C 4.6541 -0.5106 -1.5370  -0.53
20 H 7.2438 -0.4169 4.8772  0.36
21 H -4.7086 -2.7107 -8.0030  0.40
22 C 3.3051 3.7851 -4.0254  -0.51
23 H 1.0816 -7.7576 0.5432  0.30
24 C -0.2192 0.6727 -2.8568  -0.25
25 C -4.0778 6.7311 1.9129  -0.90
26 C 3.6588 5.3518 -1.6421  -0.42
27 C -4.2140 -1.0048 -6.7783  -0.37
28 H -3.5451 -3.0560 -6.7068  0.24
29 C -2.2914 0.9123 -1.4370  0.56
30 H -4.6268 6.0850 2.6008  0.26
31 C 2.7991 0.6007 -2.6336  -0.57
32 H 7.9430 -1.7511 3.8895  0.31
33 O 5.6738 1.1053 -4.8144  -0.51
34 H -4.3933 1.1597 -1.9420  0.30
35 O -3.3306 4.8032 0.5802  -0.42
36 H 0.0654 2.8799 -2.9359  0.44
37 H -3.1207 8.5411 5.0992  0.36
38 C -2.8800 7.8084 5.8724  -0.38
39 C -1.9587 -0.1558 -6.6814  0.16
40 C 4.5546 -2.8213 -0.3738  0.10
41 O -1.4320 0.1963 -0.5195  -0.49
42 H -3.9737 -0.5785 -1.4925  0.36
43 C -2.1326 0.8644 -7.7925  -1.34
44 H -0.3226 -9.6542 1.2762  0.40
45 C -5.9584 -2.3282 4.9247  -1.04
46 C -3.8522 -2.3175 -7.4514  -1.03
47 O -5.6362 -1.1763 2.7749  -0.38
48 H -4.5610 -0.2693 -7.5122  0.32
49 C -4.2315 4.9929 -0.4994  -0.17
50 C 2.8249 -4.6386 1.3632  -1.06
51 H -8.6185 0.4331 2.7365  0.39
52 H -1.1570 7.0453 4.8188  0.19
53 H -3.1694 6.7035 8.3656  0.26
54 H -1.0235 -2.7185 -0.4173  0.24
55 H -2.3441 6.6243 0.6142  0.32
56 H 8.0118 0.0534 0.9638  0.31
57 O -3.7262 6.6936 5.6419  -0.40
58 N 4.2040 0.4118 -2.5578  0.34
59 H 4.4776 -6.5974 -1.3416  0.37
60 H 0.1604 -8.6606 2.6662  0.31
61 H -0.8006 8.3799 5.9346  0.39
62 H 3.2985 -10.7359 1.0571  0.27
63 C 4.0550 -10.1389 1.5691  -1.04
64 H -2.5561 1.7909 -7.3981  0.32
65 H 4.6696 -10.8180 2.1639  0.40
66 C 2.0496 1.8392 -2.7347  0.48
67 H 3.2138 3.2859 -5.0143  0.65
68 P -0.4882 -2.1915 -2.7574  0.47
69 H -3.1267 8.2791 6.8302  0.32
70 O 6.7553 2.8098 -3.4413  -0.51
71 H -2.2332 -0.2162 -3.3295  0.24
72 C -3.5849 5.5999 6.5361  -0.33
73 C 4.8661 -5.9059 -0.5416  -1.01
74 H 4.6830 -9.6787 0.8027  0.26
75 H 6.1392 -1.7322 4.3330  0.29
76 H 0.7452 -2.9728 -0.7083  -0.02
77 H 7.1620 0.8100 2.9869  0.43
78 H -7.0063 1.1688 2.6322  0.25
79 H -7.5188 0.3685 4.1145  0.26
80 H -3.4830 6.8973 -1.2429  0.31
81 H 5.9120 -5.6063 -0.7945  0.34
82 H -1.4973 -1.0757 -7.0572  0.28
83 H 0.9415 -10.2106 2.3733  0.28
84 C -5.2788 -1.2144 4.1473  -0.36
85 H -4.4025 5.9596 -2.4206  0.41
86 H -0.4873 -4.2306 -1.2614  0.38
87 C -3.7988 0.4983 -1.2434  -1.09
88 H 2.5834 3.7170 -0.6253  0.35
89 H -1.2724 0.2488 -5.9334  0.01
90 O 2.6628 -8.1188 1.7459  -0.33
91 H 0.4847 -2.7061 -5.0095  0.23
92 H 5.0424 1.6444 -5.3315  0.36
93 H -7.5972 -1.8403 2.8417  0.32
94 H -7.0439 -2.2149 4.9361  0.27
95 C -0.1511 -3.2597 -4.2652  -1.01
96 N 4.1363 5.8646 -2.8094  -0.61
97 H -2.7472 5.4827 -1.9888  0.25
98 H -4.1984 -1.3701 4.1788  0.33
99 H 3.5159 -5.0755 2.1399  0.33
100 C 7.3787 -0.7570 1.4068  -1.60
101 C 3.4345 -9.0751 2.4573  -0.41
102 H 2.8346 -9.5273 3.2546  0.34
103 C 5.6488 -2.4680 0.5479  0.51
104 H -5.7359 -3.2986 4.4744  0.29
105 H -5.0495 -1.1759 -6.0965  0.33
106 H -1.1004 6.7559 6.5542  0.27
107 H -4.1251 0.0853 0.7849  0.24
108 C -1.3996 7.4781 5.7925  -0.96
109 H -4.7883 7.0960 1.1689  0.34
110 C 0.5252 -9.3291 1.8827  -1.15
111 H 4.7968 0.6892 1.9122  0.22
112 H -4.4271 4.0011 -0.9138  0.22
113 H -3.7863 5.0701 8.6166  0.39
114 C -7.5712 0.3206 3.0254  -1.01
115 C -2.9269 5.9737 1.2760  -0.34
116 C 1.5533 -8.6210 1.0177  -0.27
117 C 5.7306 -0.1646 -0.5932  0.04
118 C 2.9804 4.0675 -1.6130  -0.21
119 H 1.8967 -9.2697 0.2045  0.33
120 H 4.6037 -0.9982 2.6984  0.23
121 H 4.2905 5.5350 -4.8683  0.31
122 H 7.9751 -1.6725 1.6720  0.46
123 C -0.2795 -3.1382 -1.1528  -0.71
124 H -2.8028 0.5057 -8.5755  0.31
125 H -3.7082 1.6873 0.4635  0.20
126 H -5.4633 -0.2405 4.6135  0.31
127 H 4.8391 -6.5215 0.4067  0.20
128 O -3.1657 -0.4583 -5.9946  -0.30
129 H 4.8634 0.4784 3.6844  0.45
130 H -3.7030 7.5938 2.4679  0.26
131 C 4.1043 -1.8799 -1.3787  -0.25
132 H -2.5924 5.1489 6.4278  0.32
133 C 0.5035 -0.6112 -2.7674  -0.07
134 C 1.9547 -0.6265 -2.6667  0.89
135 H -7.1003 -0.9833 1.3980  0.34
136 C 2.7696 3.1908 -2.7716  0.00
137 H -5.6129 -2.3346 5.9605  0.38
138 H 1.8830 -5.2496 1.2755  0.30
139 Cl 6.2128 -3.6663 1.7443  -0.16
140 H 2.4850 -3.6151 1.6898  0.38
141 C -3.8682 5.9570 7.9846  -1.04
142 C -7.0134 -0.9840 2.4862  -0.35
143 H -1.1307 -3.5705 -4.7234  0.31
144 H -4.3027 4.8444 6.2104  0.32
145 H 3.7527 5.9237 -0.6904  0.34
146 C 6.2145 -1.1226 0.4167  0.05
147 S 2.7535 -2.2733 -2.5558  -0.29
148 H 6.2383 0.8244 -0.5828  0.38
149 H -5.1922 5.3666 -0.1295  0.34
150 C 3.9263 5.0943 -3.9008  -0.41
151 H -2.0926 1.5659 -3.6092  0.61
152 C -1.7795 0.7259 -2.9397  -1.30